[1]
Computed, not measured: C17H13BrCuF11N4OSSb as an isolated structure, with ωB97M-V/def2-TZVPD.

HOMO ... -11.89 eV
LUMO ... -3.39 eV
DFT total energy ... -187792.95489 eV
Net charge ... +1

Structure (XYZ):
```
50
Properties=species:S:1:pos:R:3:forces:R:3:nbo_charge:R:1
Cu 0.6838 0.4706 0.5644 0.4745 -1.0167 0.7150 0.829
F -3.2191 2.8254 5.8172 -0.0311 0.0589 0.0277 -0.255
C -2.6404 1.9858 4.9861 0.0921 -0.1090 -0.1357 0.334
C -1.4946 2.3696 4.2992 -0.0151 -0.0434 0.0515 0.260
F -0.9956 3.5823 4.4733 0.0284 0.0225 -0.0035 -0.264
C -0.8870 1.4718 3.4437 -0.1006 -0.1749 -0.1989 0.426
F 0.2107 1.8393 2.7865 0.0467 0.1720 0.1795 -0.295
C -1.4033 0.1895 3.2565 0.1566 -0.1058 -0.2218 -0.397
S -0.5376 -0.9759 2.2581 -0.1027 0.2247 -0.1086 0.619
C -2.5628 -0.1662 3.9363 0.1063 0.0966 0.0929 0.374
F -3.0902 -1.3697 3.7495 -0.0147 -0.0604 0.0890 -0.281
C -3.1804 0.7201 4.7988 -0.0025 -0.0929 -0.0538 0.268
F -4.2726 0.3589 5.4537 -0.0650 0.0374 0.0167 -0.265
C 3.8970 1.1164 -3.8608 -0.1083 0.0864 0.0137 -0.636
C 3.7854 0.9186 -2.3794 0.0645 -0.0983 0.1144 -0.028
C 4.7891 1.3032 -1.4947 -0.1617 -0.0542 -0.0166 -0.128
C 4.6339 1.0946 -0.1332 0.0699 -0.0060 0.1095 -0.264
C 3.4533 0.5227 0.2921 -0.0217 -0.1203 -0.1694 0.152
Br 3.1250 0.1939 2.1326 0.2486 0.0895 0.0820 0.082
N 2.4657 0.1655 -0.5201 0.1009 0.1442 0.3200 -0.581
C 2.6424 0.3524 -1.8306 0.0530 -0.0081 -0.1390 0.057
H 4.9361 1.1996 -4.1712 0.0019 -0.0145 -0.0307 0.229
H 3.3764 2.0300 -4.1543 0.0377 0.0088 -0.0234 0.245
H 3.4288 0.2927 -4.3980 0.0460 -0.0079 -0.0333 0.226
H 5.6925 1.7675 -1.8688 0.0287 -0.0192 0.0043 0.235
H 5.3985 1.3690 0.5782 0.0046 0.0184 -0.0128 0.250
H 1.8222 0.0458 -2.4678 -0.0432 0.0641 0.0427 0.221
F -1.3346 1.4981 0.5410 0.2218 0.2992 -0.4713 -0.710
Sb -0.8090 2.0610 -1.2514 -0.5350 -0.6618 -0.3837 3.149
F 0.8854 2.5067 -0.4614 -0.4547 -0.1331 -0.0629 -0.682
F -1.4488 3.7818 -1.0205 -0.0005 0.1318 -0.0445 -0.640
F -0.0120 2.2758 -2.9343 -0.3113 0.2080 0.0711 -0.655
F -2.4968 1.4058 -1.7985 0.0616 0.3778 -0.1933 -0.676
F -0.3331 0.1673 -1.4849 0.1029 0.3334 0.3046 -0.725
C -3.8065 -1.4352 -0.6286 -0.2882 0.3424 -0.0067 -0.421
N -2.4955 -2.0565 -0.8407 -0.0417 0.0755 0.2255 -0.343
C -2.1744 -2.6610 -2.0128 0.1722 -0.0696 -0.1479 0.135
C -0.9465 -3.1826 -2.2312 0.0664 -0.0108 -0.0999 -0.332
C 0.0053 -3.0815 -1.1830 -0.3288 0.2557 0.1475 0.482
N -0.3295 -2.4669 -0.0369 0.0411 0.0274 0.0780 -0.543
C -1.5257 -1.9590 0.0912 0.4696 -0.1438 0.0053 0.779
O -1.8459 -1.3114 1.1931 -0.1882 0.1007 -0.1333 -0.588
N 1.2360 -3.5659 -1.2639 0.0000 0.0418 0.0514 -0.718
H -4.5519 -1.9729 -1.2076 0.0563 -0.0645 -0.0016 0.227
H -3.7730 -0.3926 -0.9457 0.0677 -0.0314 -0.0027 0.259
H -4.0625 -1.4761 0.4257 0.0009 -0.0993 -0.0399 0.242
H -2.9505 -2.6917 -2.7636 -0.0661 0.0304 0.0576 0.246
H -0.7012 -3.6396 -3.1775 -0.0428 -0.0390 0.0048 0.252
H 1.5703 -4.0353 -2.0863 0.0215 -0.0243 0.0045 0.419
H 1.8435 -3.4418 -0.4696 0.0811 -0.0382 -0.0741 0.429
```
Positions in Å, forces in eV/Å.

[2]
Computed, not measured: C17H13ClCoNO4S3 as an isolated structure, with ωB97M-V/def2-TZVPD.

Energy above the lowest of the compared OMol25 structures with the same formula, charge and spin ... 0.0 kcal/mol
HOMO (alpha / beta) ... -7.91 / -7.91 eV
LUMO (alpha / beta) ... -2.18 / -2.25 eV
DFT total energy ... -110174.71586 eV
Net charge ... 0

Structure (XYZ):
```
40
Properties=species:S:1:pos:R:3:forces:R:3:nbo_charge:R:1
Co 1.7216 1.0882 -0.6473 0.3946 0.7276 0.0162 1.136
Cl -2.7656 6.1225 -3.1887 -0.0239 0.0375 -0.0314 0.008
C -1.8996 4.8303 -2.4225 0.1286 0.0007 -0.0324 -0.091
C -2.5984 3.9384 -1.5874 0.0306 -0.0794 0.0430 -0.170
C -1.9553 2.9042 -0.9627 -0.0545 0.0588 0.0161 -0.213
C -0.5641 2.7169 -1.1358 0.0884 0.0862 -0.0224 0.415
O 0.0154 1.7370 -0.5160 -0.0551 -0.5060 -0.0593 -0.675
C 0.1269 3.6303 -1.9716 -0.0356 -0.1659 -0.0447 -0.294
C 1.5312 3.5256 -2.1127 -0.0172 0.0580 0.1675 0.441
O 2.2668 2.7266 -1.5036 0.0319 -0.2455 -0.3028 -0.618
C -0.5591 4.6798 -2.6210 -0.0982 0.0053 -0.0229 -0.148
H -3.6622 4.0794 -1.4491 -0.0046 -0.0090 -0.0015 0.233
H -2.4821 2.2074 -0.3249 -0.0061 0.0010 0.0034 0.248
H 2.0297 4.2214 -2.7968 0.0204 0.1189 0.1197 0.159
H -0.0138 5.3641 -3.2587 -0.0053 0.0066 -0.0034 0.228
O 1.0033 -2.3338 1.2564 0.0224 0.0703 0.0361 -0.611
C 1.6275 -1.5770 0.5418 0.0636 -0.1668 -0.0622 0.772
O 1.3090 -0.3260 0.4052 -0.0947 0.1382 0.0658 -0.727
C 2.8593 -2.1070 -0.1668 -0.0041 0.0668 0.0155 -0.172
C 3.2865 -3.3774 0.2061 -0.0048 -0.0384 -0.0206 -0.100
C 4.4155 -3.9507 -0.3523 -0.0216 -0.0060 0.0156 -0.219
C 5.1432 -3.2577 -1.3106 0.0191 0.0063 -0.0081 -0.198
C 4.7299 -2.0001 -1.7044 -0.0129 -0.0132 -0.0187 -0.214
C 3.5994 -1.4141 -1.1263 -0.1385 -0.1154 -0.1112 -0.196
S 3.2749 0.2178 -1.6678 -0.1138 0.0028 0.2311 0.109
H 2.6946 -3.8980 0.9458 0.0065 -0.0032 0.0004 0.240
H 4.7257 -4.9413 -0.0470 -0.0008 0.0017 0.0089 0.217
H 6.0270 -3.6975 -1.7535 -0.0039 -0.0016 -0.0077 0.218
H 5.2841 -1.4512 -2.4551 -0.0081 -0.0008 -0.0114 0.221
S -1.8572 0.0226 1.2975 -0.1137 -0.0380 0.0100 -0.112
C -2.8682 -0.9893 2.0929 0.0348 0.0002 -0.0192 -0.097
N -3.3757 -0.8114 3.3313 -0.0546 0.0206 0.0037 -0.601
C -3.9902 -1.9566 3.9770 0.0075 -0.0156 0.0276 -0.221
C -4.5382 -2.8173 2.8423 0.0215 -0.0061 -0.0159 -0.542
S -3.4106 -2.5290 1.4452 -0.0150 0.0015 0.0357 0.307
H -3.0041 -0.0427 3.8665 0.0047 -0.0034 0.0007 0.414
H -4.7899 -1.6270 4.6403 0.0111 -0.0210 0.0213 0.209
H -3.2552 -2.5149 4.5658 0.0199 0.0059 -0.0314 0.193
H -5.5490 -2.5193 2.5675 0.0116 0.0190 -0.0175 0.216
H -4.5329 -3.8733 3.1009 -0.0305 0.0015 0.0063 0.234
```
Positions in Å, forces in eV/Å.

[3]
Computed, not measured: C17H13ClNO9Os as an isolated structure, with ωB97M-V/def2-TZVPD.

Energy above the lowest of the compared OMol25 structures with the same formula, charge and spin ... 26.2 kcal/mol
HOMO (alpha / beta) ... -10.77 / -10.77 eV
LUMO (alpha / beta) ... -5.80 / -5.80 eV
DFT total energy ... -52739.88517 eV
Net charge ... +1

Structure (XYZ):
```
42
Properties=species:S:1:pos:R:3:forces:R:3:nbo_charge:R:1
Os -0.1468 -0.4950 0.0302 -1.8975 0.0994 3.2852 1.739
O -3.6908 2.0107 -0.0683 -0.1364 0.1841 0.2102 -0.627
C -2.5362 1.4970 -0.4103 0.2603 -0.4812 -0.5558 0.786
O -2.3780 0.4467 -1.0046 -0.1827 0.3501 0.0231 -0.575
C -1.3385 2.3261 -0.0807 0.0185 -0.2434 -0.0828 0.100
C -1.3065 3.6986 0.0155 0.0424 0.0969 0.0326 -0.172
C -0.0680 4.3284 0.1232 0.0059 0.0003 -0.0252 -0.117
C 1.0908 3.5698 0.1071 0.0106 0.1345 0.0286 -0.163
C 0.9687 2.1972 0.0299 -0.2030 -0.1695 0.0348 0.105
N -0.2132 1.5947 -0.0478 -0.4194 0.1947 -0.1251 -0.413
C 2.1126 1.2392 -0.0689 -0.1657 -0.0271 -0.4551 0.750
O 3.2495 1.5525 0.0111 0.2390 -0.1967 -0.0173 -0.458
O 1.6472 -0.0251 -0.3024 0.4017 0.6033 0.2830 -0.610
H -4.4112 1.3957 -0.2867 0.0451 0.0050 -0.1211 0.527
H -2.2268 4.2637 -0.0281 -0.0069 -0.0236 0.0312 0.264
H -0.0116 5.4066 0.1876 -0.0103 -0.0126 0.0036 0.254
H 2.0775 4.0105 0.1432 0.0002 -0.0196 0.0274 0.273
C 2.4889 0.3146 6.0087 -0.1201 -0.0027 -0.0284 -0.625
C 1.2102 0.1704 6.7895 0.3290 0.0323 -0.0854 -0.062
C 1.1829 0.1766 8.1729 0.1030 0.0054 0.0341 -0.197
C -0.0135 0.0294 8.8629 0.1390 0.0193 0.1068 -0.043
Cl -0.0161 0.0518 10.5995 0.0299 -0.0062 -0.1082 0.020
C -1.1947 -0.1343 8.1815 -0.2693 -0.0351 -0.1057 -0.220
C -1.1864 -0.1412 6.7885 -0.1488 -0.0086 -0.0342 -0.295
C 0.0047 0.0164 6.1096 -0.1330 -0.0085 -0.1059 0.342
O 0.1035 0.0388 4.7272 0.1822 0.0173 0.1112 -0.503
C -1.0565 -0.1570 3.9902 0.0305 0.0799 0.1672 -0.171
C -0.6883 -0.1572 2.5356 -0.4776 0.3170 0.9656 0.785
O -1.5980 -0.1827 1.6565 0.7312 0.0175 -1.5581 -0.587
O 0.4923 -0.1334 2.1492 1.0607 -1.0204 -1.6338 -0.544
H 3.3466 0.4236 6.6687 -0.0270 -0.0015 0.0088 0.226
H 2.4387 1.1788 5.3438 0.0373 0.0353 0.0556 0.222
H 2.6428 -0.5526 5.3646 0.0446 -0.0242 0.0499 0.228
H 2.1056 0.2932 8.7269 -0.0084 0.0064 -0.0185 0.233
H -2.1198 -0.2550 8.7279 -0.0081 0.0003 -0.0470 0.236
H -2.1172 -0.2693 6.2524 -0.0367 0.0040 0.0960 0.214
H -1.7959 0.6356 4.1569 -0.0884 -0.0659 -0.0344 0.218
H -1.5259 -1.1251 4.2082 -0.0993 0.0247 -0.0503 0.226
O -1.7836 -1.9521 -0.0990 0.6131 0.4799 -0.2515 -0.580
C -0.9350 -2.8746 0.0356 0.1598 -0.2229 -0.1919 0.647
O 0.2744 -2.5102 0.1147 0.0430 -0.1278 0.1249 -0.615
H -1.2054 -3.9287 0.0827 -0.0885 -0.0099 -0.0444 0.179
```
Positions in Å, forces in eV/Å.

[4]
Computed, not measured: a single C17H13F3N2OS molecule, with ωB97M-V/def2-TZVPD.

Structure (SMILES) ... O[C@@]1(C(F)(F)F)CC(c2ccccc2)=NN1C(=S)c1ccccc1
HOMO ... -8.21 eV
LUMO ... -0.41 eV
DFT total energy ... -41854.53849 eV
Net charge ... 0

Structure (XYZ):
```
37
Properties=species:S:1:pos:R:3:forces:R:3:nbo_charge:R:1
O 2.0767 -0.3228 0.6931 -0.6698 -0.8622 -0.1283 -0.705
C 0.7277 -0.7479 0.4832 1.0707 0.7325 -0.1558 0.329
C 0.5936 -2.3019 0.2125 1.1122 -0.0722 -0.1515 0.946
F 1.0356 -3.0480 1.2459 -0.4476 0.5594 -0.0275 -0.318
F -0.6730 -2.6260 -0.0479 0.0938 0.1125 0.1969 -0.307
F 1.3492 -2.7149 -0.8468 -0.5142 0.6719 0.3802 -0.328
C -0.1118 -0.2706 1.7056 0.4296 -1.2968 -0.2377 -0.477
C -1.2690 0.3953 1.0635 -0.1955 0.2517 -1.7303 0.200
C -2.5119 0.7653 1.7972 -0.1494 0.4910 -0.0470 -0.018
C -2.7299 0.3673 3.1340 -1.2845 0.2087 -0.1008 -0.210
C -3.9573 0.6249 3.7859 0.1766 0.4188 -1.0343 -0.214
C -4.9524 1.3315 3.1120 0.3039 0.1115 -0.3089 -0.201
C -4.7250 1.8092 1.8224 0.2356 0.2283 -0.4981 -0.212
C -3.5145 1.5321 1.1655 -0.4161 0.5502 -0.1886 -0.182
N -1.0939 0.5692 -0.2238 -1.3541 -0.0499 1.4544 -0.183
N 0.0623 -0.0279 -0.6359 1.7047 -0.1657 -0.6726 -0.302
C 0.5296 0.0889 -1.9700 -3.0134 0.6218 0.3101 0.110
S -0.4986 0.5842 -3.1839 0.5909 -0.3990 0.8287 -0.029
C 1.9328 -0.0772 -2.3392 0.3750 -1.2988 0.1342 -0.136
C 2.8375 0.8199 -1.8225 0.1575 1.2262 0.3345 -0.247
C 4.1416 0.8219 -2.2599 0.8298 -0.7156 -1.1586 -0.193
C 4.5781 -0.1146 -3.2225 -1.2723 0.3597 0.4801 -0.200
C 3.6534 -1.0399 -3.7384 -0.0060 0.1988 0.7434 -0.203
C 2.3432 -1.0519 -3.2677 -0.1093 0.7858 0.2356 -0.163
H 2.6577 -0.4355 -0.0937 -0.8013 -0.1758 0.4747 0.507
H 0.4603 0.4462 2.3004 0.1068 -0.2208 -0.0339 0.263
H -0.4069 -1.1279 2.3254 0.1540 0.2906 -0.0135 0.243
H -2.0301 -0.1897 3.7159 0.7001 -0.2851 -0.0361 0.211
H -4.1636 0.3037 4.7980 0.3170 -0.1370 0.0014 0.219
H -5.9058 1.5683 3.5609 -0.0001 -0.1434 0.2835 0.215
H -5.5070 2.4387 1.3346 0.8309 -0.6697 0.3443 0.221
H -3.3537 1.9885 0.1657 0.0465 -0.6966 0.7442 0.239
H 2.4997 1.6188 -1.1470 0.1128 -0.4906 -0.2552 0.235
H 4.8191 1.5968 -1.9447 0.1570 0.0517 0.2376 0.218
H 5.5887 -0.0599 -3.5798 0.2518 -0.1356 -0.1394 0.219
H 3.9345 -1.7752 -4.4727 0.2156 -0.0521 -0.1517 0.221
H 1.5832 -1.7390 -3.6253 0.2607 -0.0041 -0.1143 0.234
```
Positions in Å, forces in eV/Å.